Entry from OMol25: C47H47N10O6S2V as an isolated structure in a non-equilibrium geometry (ωB97M-V/def2-TZVPD).

Values from the calculation:
- <S²>: 0.77
- Spin multiplicity: 2
- Largest force on an atom: 3.7 eV/A
- DFT total energy: -124047.48482 eV
- Net charge: -1

Element x y z (Å)
V1 0.278 -0.140 -0.336
C1 -5.987 1.325 -2.434
O1 -4.675 1.364 -2.965
C2 -4.331 2.404 -3.771
C3 -5.256 3.295 -4.295
C4 -4.865 4.287 -5.185
C5 -3.538 4.381 -5.565
C6 -2.608 3.510 -5.022
C7 -2.969 2.530 -4.100
N1 -1.964 1.659 -3.647
C8 -1.578 1.322 -2.352
N2 -2.446 1.583 -1.374
C9 -2.236 1.552 0.017
C10 -1.171 0.905 0.638
C11 -1.104 1.065 2.027
C12 -2.055 1.756 2.756
C13 -3.120 2.367 2.111
C14 -3.191 2.280 0.739
O2 -4.210 2.910 0.019
C15 -4.028 4.311 -0.076
N3 -0.418 0.783 -2.143
C16 0.430 0.589 -3.253
C17 0.537 -0.649 -3.872
C18 1.407 -0.845 -4.936
C19 2.170 0.210 -5.403
C20 2.068 1.463 -4.808
C21 1.201 1.661 -3.745
O3 0.992 2.854 -3.130
C22 1.851 3.917 -3.467
H1 -5.994 0.506 -1.720
H2 -6.728 1.134 -3.216
H3 -6.229 2.253 -1.911
H4 -6.300 3.208 -4.029
H5 -5.605 4.969 -5.583
H6 -3.221 5.136 -6.272
H7 -1.564 3.585 -5.304
H8 -1.172 1.625 -4.272
H9 -3.344 1.947 -1.637
H10 -0.270 0.639 2.567
H11 -1.973 1.816 3.833
H12 -3.875 2.915 2.661
H13 -4.811 4.690 -0.735
H14 -3.048 4.558 -0.498
H15 -4.118 4.794 0.901
H16 -0.061 -1.455 -3.470
H17 1.485 -1.822 -5.396
H18 2.860 0.073 -6.226
H19 2.668 2.281 -5.183
H20 1.623 4.721 -2.772
H21 1.677 4.267 -4.493
H22 2.902 3.633 -3.361
N4 -6.664 -3.864 -0.841
C23 -5.576 -3.592 -0.007
C24 -5.442 -4.249 1.218
C25 -4.403 -3.922 2.071
C26 -3.491 -2.943 1.711
C27 -3.619 -2.275 0.504
C28 -4.650 -2.610 -0.357
S1 -2.222 -2.506 2.888
O4 -2.810 -1.472 3.713
O5 -1.861 -3.722 3.581
N5 -1.132 -1.824 1.927
C29 0.166 -2.069 1.925
N6 0.970 -1.136 1.264
C30 2.273 -1.193 1.561
C31 2.858 -2.210 2.284
C32 2.005 -3.252 2.638
N7 0.706 -3.183 2.478
H23 -7.119 -4.746 -0.685
H24 -6.528 -3.642 -1.813
H25 -6.159 -5.014 1.495
H26 -4.275 -4.423 3.022
H27 -2.899 -1.501 0.258
H28 -4.752 -2.107 -1.313
H29 2.880 -0.379 1.187
H30 3.917 -2.216 2.494
H31 2.382 -4.178 3.066
N8 3.066 3.583 -0.191
C33 2.866 4.464 0.866
C34 3.899 5.277 1.323
C35 3.675 6.187 2.346
C36 2.423 6.274 2.935
C37 1.392 5.456 2.489
C38 1.600 4.563 1.450
S2 0.312 3.558 0.785
N9 1.147 2.214 0.208
C39 2.352 2.369 -0.290
C40 2.955 1.277 -0.929
C41 4.270 1.282 -1.478
C42 4.808 0.148 -2.005
C43 4.030 -1.039 -2.012
C44 2.751 -0.977 -1.537
N10 2.179 0.123 -1.000
H32 4.022 3.531 -0.491
H33 4.880 5.188 0.866
H34 4.486 6.822 2.682
H35 2.253 6.965 3.751
H36 0.408 5.518 2.938
H37 4.863 2.188 -1.482
H38 5.807 0.158 -2.424
H39 4.422 -1.969 -2.399
H40 2.123 -1.858 -1.567
C45 0.522 -3.813 -1.107
C46 -0.735 -2.954 -0.924
C47 -1.769 -3.341 -1.992
O6 -0.471 -1.587 -0.995
H41 0.247 -4.867 -1.051
H42 1.254 -3.601 -0.326
H43 0.970 -3.622 -2.087
H44 -1.163 -3.204 0.053
H45 -1.308 -3.350 -2.984
H46 -2.585 -2.618 -1.989
H47 -2.167 -4.335 -1.783